C45H58FN7O2PPbS2 as an isolated structure in a non-equilibrium geometry. Source: OMol25; level of theory: ωB97M-V/def2-TZVPD.

energy relative to the best compared isomer or geometry (same formula, charge and spin) = 0.0000 eV
maximum force = 0.041 hartree/bohr
frontier orbital gap = 6.03 eV
E = -3713.074098 a.u.
net charge = +3
highest occupied orbital energy = -14.78 eV

Geometry (Å):
Pb1 0.13 -0.11 -0.24
N1 -0.07 0.39 2.16
C1 0.22 -0.70 3.07
C2 0.10 -0.57 4.42
C3 0.38 -1.65 5.28
C4 0.76 -2.86 4.77
C5 0.87 -3.03 3.37
C6 1.21 -4.27 2.78
C7 1.26 -4.38 1.42
C8 0.98 -3.24 0.64
N2 0.68 -2.08 1.16
C9 0.61 -1.94 2.51
H1 0.48 1.22 2.41
H2 -1.05 0.67 2.22
H3 -0.22 0.38 4.84
H4 0.28 -1.52 6.35
H5 0.96 -3.70 5.42
H6 1.41 -5.12 3.41
H7 1.50 -5.32 0.94
H8 1.01 -3.31 -0.44
O1 -1.74 -1.42 -0.24
P1 -3.18 -1.57 -0.71
N3 -3.35 -0.98 -2.25
C10 -4.49 -1.43 -3.08
C11 -4.03 -1.19 -4.52
C12 -2.52 -1.35 -4.44
C13 -2.19 -0.67 -3.11
N4 -3.57 -3.15 -0.62
C14 -2.70 -4.18 -1.20
C15 -3.47 -5.48 -0.96
C16 -4.92 -5.03 -1.07
C17 -4.92 -3.69 -0.34
N5 -4.24 -0.76 0.22
C18 -5.29 0.17 -0.22
C19 -6.06 0.48 1.08
C20 -5.04 0.22 2.18
C21 -4.29 -1.00 1.67
H9 -5.39 -0.86 -2.85
H10 -4.70 -2.49 -2.90
H11 -4.29 -0.18 -4.83
H12 -4.50 -1.88 -5.22
H13 -2.00 -0.90 -5.28
H14 -2.25 -2.40 -4.39
H15 -2.11 0.42 -3.24
H16 -1.27 -1.03 -2.67
H17 -1.72 -4.17 -0.72
H18 -2.55 -4.01 -2.27
H19 -3.27 -5.85 0.05
H20 -3.20 -6.26 -1.67
H21 -5.62 -5.74 -0.63
H22 -5.19 -4.89 -2.12
H23 -5.06 -3.84 0.74
H24 -5.71 -3.02 -0.68
H25 -5.95 -0.28 -0.96
H26 -4.85 1.07 -0.65
H27 -6.90 -0.20 1.18
H28 -6.44 1.50 1.08
H29 -5.50 0.06 3.16
H30 -4.35 1.07 2.26
H31 -4.83 -1.92 1.91
H32 -3.28 -1.09 2.08
F1 4.35 -1.15 -6.58
C22 4.44 -0.78 -5.34
C23 3.66 0.29 -4.91
C24 3.79 0.68 -3.62
C25 4.67 0.01 -2.69
C26 5.42 -1.11 -3.21
C27 5.32 -1.50 -4.51
H33 3.01 0.78 -5.62
H34 3.22 1.52 -3.23
H35 6.09 -1.64 -2.55
H36 5.88 -2.32 -4.92
C28 -2.82 3.99 2.22
N6 -2.10 4.33 1.01
C29 -1.76 5.72 0.70
C30 -1.19 5.64 -0.73
N7 -1.10 4.18 -0.93
C31 -1.74 3.50 0.04
S1 -2.10 1.83 -0.06
H37 -2.16 4.02 3.09
H38 -3.24 2.99 2.12
H39 -3.63 4.70 2.37
H40 -1.04 6.12 1.42
H41 -2.66 6.34 0.75
H42 -0.21 6.10 -0.81
H43 -1.85 6.09 -1.46
H44 -1.03 3.78 -1.85
O2 2.93 0.44 -0.15
S2 3.83 0.02 1.01
C32 5.42 -0.43 0.26
C33 6.08 0.64 -0.60
C34 7.14 1.31 0.01
C35 7.85 2.30 -0.62
C36 7.49 2.67 -1.91
C37 6.44 2.03 -2.53
C38 5.69 1.03 -1.90
C39 4.33 1.56 1.81
C40 3.17 2.21 2.51
C41 2.87 1.88 3.83
C42 1.82 2.50 4.49
C43 1.05 3.45 3.83
C44 1.33 3.76 2.50
C45 2.38 3.15 1.85
H45 5.20 -1.36 -0.26
H46 6.09 -0.67 1.09
H47 7.42 1.01 1.02
H48 8.68 2.78 -0.12
H49 8.03 3.44 -2.44
H50 6.17 2.34 -3.54
H51 4.24 0.07 -1.68
H52 4.71 2.19 1.01
H53 5.12 1.31 2.51
H54 3.48 1.15 4.36
H55 1.63 2.27 5.53
H56 0.26 3.96 4.36
H57 0.74 4.52 1.99
H58 2.62 3.42 0.82

---

C45H59GeHgIN9O2S as an isolated structure in a non-equilibrium geometry. Source: OMol25; level of theory: ωB97M-V/def2-TZVPD.

multiplicity = 2
maximum force = 0.023 hartree/bohr
frontier orbital gap (alpha / beta) = 2.92 / 5.16 eV
<S²> = 0.768
E = -5319.590808 a.u.
net charge = -2
highest occupied orbital energy (alpha / beta) = 0.93 / -1.31 eV

Geometry (Å):
Hg1 0.28 0.30 1.15
C1 5.33 2.59 0.85
N1 4.47 1.89 -0.07
C2 5.01 0.66 -0.59
C3 3.40 2.47 -0.69
N2 2.35 1.82 -1.07
C4 1.92 2.18 -2.35
C5 2.96 2.16 -3.29
C6 2.82 2.57 -4.61
C7 1.61 3.01 -5.04
C8 0.50 2.99 -4.17
C9 -0.72 3.46 -4.71
C10 -1.86 3.42 -3.96
C11 -1.80 2.95 -2.66
C12 -0.63 2.55 -2.02
N3 -0.81 2.09 -0.72
C13 -1.79 2.62 -0.02
N4 -2.61 1.87 0.77
C14 -3.10 2.32 2.05
C15 -3.40 0.82 0.15
N5 -2.00 3.98 0.09
C16 -0.97 4.92 -0.29
C17 -3.35 4.50 0.04
C18 0.60 2.54 -2.80
N6 3.53 3.86 -0.81
C19 2.31 4.64 -0.93
C20 4.64 4.39 -1.56
H1 5.45 2.00 1.76
H2 4.90 3.55 1.12
H3 6.33 2.75 0.42
H4 4.27 0.17 -1.21
H5 5.28 -0.02 0.23
H6 5.92 0.86 -1.17
H7 3.92 1.78 -2.96
H8 3.68 2.54 -5.28
H9 1.48 3.37 -6.05
H10 -0.73 3.82 -5.73
H11 -2.80 3.74 -4.38
H12 -2.73 2.83 -2.12
H13 -2.44 3.09 2.45
H14 -3.08 1.47 2.73
H15 -4.13 2.70 2.00
H16 -2.91 0.47 -0.75
H17 -4.39 1.21 -0.12
H18 -3.53 -0.02 0.83
H19 0.00 4.48 -0.09
H20 -1.08 5.82 0.33
H21 -1.03 5.20 -1.35
H22 -4.07 3.69 -0.06
H23 -3.46 5.16 -0.82
H24 -3.59 5.07 0.95
H25 1.56 4.19 -0.28
H26 1.93 4.68 -1.96
H27 2.52 5.65 -0.58
H28 5.48 3.69 -1.56
H29 4.98 5.34 -1.12
H30 4.36 4.58 -2.60
C21 -2.31 -7.14 -4.93
C22 -2.43 -5.88 -4.13
C23 -2.18 -4.63 -4.69
C24 -2.26 -3.47 -3.93
C25 -2.56 -3.54 -2.58
C26 -2.82 -4.78 -2.00
C27 -2.76 -5.93 -2.77
S1 -2.81 -1.97 -1.72
O1 -4.27 -1.91 -1.65
O2 -2.21 -1.01 -2.62
N7 -2.10 -1.86 -0.32
C28 -2.71 -2.39 0.82
C29 -3.65 -3.44 0.72
C30 -4.29 -4.00 1.81
C31 -4.05 -3.52 3.08
C32 -3.17 -2.44 3.27
C33 -3.02 -1.89 4.57
C34 -2.19 -0.79 4.75
C35 -1.51 -0.29 3.68
N8 -1.59 -0.78 2.41
C36 -2.44 -1.86 2.15
H31 -1.90 -6.94 -5.92
H32 -3.29 -7.62 -5.06
H33 -1.66 -7.86 -4.44
H34 -1.93 -4.57 -5.75
H35 -2.06 -2.50 -4.36
H36 -3.04 -4.85 -0.95
H37 -2.97 -6.89 -2.32
H38 -3.91 -3.80 -0.26
H39 -5.00 -4.80 1.66
H40 -4.57 -3.93 3.94
H41 -3.57 -2.32 5.40
H42 -2.06 -0.33 5.73
H43 -0.83 0.56 3.80
I1 0.48 3.03 2.56
C37 1.06 0.68 5.78
Ge1 1.77 -0.65 4.50
C38 0.94 -2.39 4.95
C39 3.65 -0.85 5.18
C40 1.88 -0.28 2.60
H44 1.44 0.45 6.78
H45 -0.03 0.67 5.82
H46 1.37 1.69 5.50
H47 1.02 -2.60 6.02
H48 1.44 -3.20 4.41
H49 -0.11 -2.40 4.67
H50 3.65 -1.23 6.21
H51 4.17 0.11 5.18
H52 4.23 -1.55 4.57
H53 2.40 -1.15 2.19
H54 2.54 0.58 2.52
C41 2.47 -4.57 -0.52
C42 2.48 -3.47 -1.36
C43 1.86 -2.30 -0.95
N9 1.30 -2.16 0.24
C44 1.27 -3.22 1.04
C45 1.83 -4.45 0.71
H55 2.92 -5.51 -0.82
H56 2.94 -3.52 -2.34
H57 1.81 -1.42 -1.59
H58 0.77 -3.07 2.00
H59 1.77 -5.28 1.39

---

C45H59N4PPd as an isolated structure. Source: OMol25; level of theory: ωB97M-V/def2-TZVPD.

multiplicity = 5
energy relative to the best compared isomer or geometry (same formula, charge and spin) = 2.5016 eV
maximum force = 0.014 hartree/bohr
frontier orbital gap (alpha / beta) = 7.63 / 6.23 eV
<S²> = 6.054
E = -2437.723916 a.u.
net charge = +2
highest occupied orbital energy (alpha / beta) = -12.24 / -13.30 eV

Geometry (Å):
Pd1 -0.28 -0.89 -1.60
C1 1.72 -3.00 -1.40
C2 0.65 -3.78 -2.17
N1 -0.48 -2.90 -2.60
C3 -0.62 -2.73 -4.07
C4 -0.79 -1.26 -4.49
N2 0.06 -0.35 -3.72
C5 1.50 -0.35 -4.01
C6 2.24 -1.47 -3.28
N3 1.78 -1.61 -1.89
H1 2.68 -3.50 -1.48
H2 1.46 -2.94 -0.34
H3 0.27 -4.58 -1.53
H4 1.07 -4.26 -3.05
H5 -1.34 -3.28 -2.22
H6 -1.50 -3.28 -4.42
H7 0.24 -3.18 -4.56
H8 -1.82 -0.94 -4.32
H9 -0.60 -1.18 -5.57
H10 -0.31 0.60 -3.84
H11 1.89 0.62 -3.68
H12 1.68 -0.43 -5.09
H13 3.31 -1.27 -3.31
H14 2.09 -2.42 -3.79
H15 2.34 -1.04 -1.26
C7 -4.11 1.24 -0.42
C8 -3.39 2.05 0.62
C9 -4.16 2.75 1.55
C10 -3.57 3.56 2.51
C11 -2.19 3.69 2.56
C12 -1.41 3.00 1.66
C13 -2.00 2.17 0.69
P1 -0.93 1.41 -0.56
C14 0.66 1.03 0.40
C15 0.54 0.79 1.97
C16 2.56 -0.36 3.04
C17 3.68 -0.58 2.06
C18 3.96 0.02 0.90
C19 3.39 1.05 -0.03
C20 4.22 1.03 -1.31
C21 -0.57 2.76 -1.72
C22 0.19 3.85 -1.33
C23 0.48 4.89 -2.21
C24 0.00 4.84 -3.52
C25 -0.79 3.78 -3.92
C26 -1.14 2.73 -3.03
C27 -2.08 1.78 -3.45
H16 -5.00 0.78 0.00
H17 -3.49 0.44 -0.83
H18 -4.43 1.87 -1.25
H19 -5.24 2.66 1.51
H20 -4.19 4.09 3.22
H21 -1.73 4.32 3.31
H22 -0.33 3.10 1.71
H23 -0.36 1.18 2.45
H24 3.01 -0.29 4.04
H25 4.40 -1.32 2.37
H26 4.90 -0.35 0.48
H27 5.18 1.53 -1.17
H28 3.72 1.52 -2.15
H29 4.45 0.01 -1.61
H30 0.58 3.90 -0.32
H31 1.07 5.73 -1.88
H32 0.24 5.63 -4.22
H33 -1.20 3.76 -4.92
H34 -2.51 1.86 -4.44
H35 -2.46 1.01 -2.80
C28 2.80 2.57 4.30
C29 2.48 2.15 2.89
C30 2.91 2.84 1.83
C31 2.93 2.47 0.39
C32 3.41 3.64 -0.45
C33 1.94 1.50 -0.23
C34 0.35 -0.28 1.00
C35 1.79 0.86 2.72
N4 -0.24 -1.32 0.60
C36 -1.07 -2.17 1.48
C37 -0.77 -2.01 2.97
C38 -1.71 -2.90 3.79
C39 -3.16 -2.48 3.51
C40 -3.47 -2.66 2.02
C41 -3.27 -4.12 1.62
C42 -1.82 -4.53 1.90
C43 -1.51 -4.36 3.39
C44 -0.87 -3.64 1.08
C45 -2.52 -1.77 1.21
H36 3.10 3.62 4.32
H37 3.62 1.98 4.70
H38 1.95 2.44 4.96
H39 3.44 3.76 2.04
H40 2.91 4.55 -0.14
H41 3.22 3.50 -1.51
H42 4.48 3.79 -0.32
H43 1.77 1.73 -1.28
H44 1.92 -1.25 3.06
H45 -0.89 -0.97 3.27
H46 0.27 -2.30 3.17
H47 -1.49 -2.77 4.85
H48 -3.32 -1.45 3.82
H49 -3.84 -3.10 4.11
H50 -4.50 -2.35 1.82
H51 -3.51 -4.26 0.56
H52 -3.94 -4.76 2.19
H53 -1.66 -5.57 1.60
H54 -0.48 -4.67 3.60
H55 -2.17 -5.00 3.97
H56 -1.09 -3.74 0.01
H57 0.17 -3.93 1.25
H58 -2.65 -0.71 1.49
H59 -2.73 -1.86 0.14

---

C45H60BrGeMnN9O2S as an isolated structure in a non-equilibrium geometry. Source: OMol25; level of theory: ωB97M-V/def2-TZVPD.

multiplicity = 4
maximum force = 0.022 hartree/bohr
frontier orbital gap (alpha / beta) = 6.26 / 6.89 eV
<S²> = 3.788
E = -8594.263307 a.u.
net charge = 0
highest occupied orbital energy (alpha / beta) = -6.05 / -6.68 eV

Geometry (Å):
Mn1 -0.82 -0.73 -0.78
C1 5.86 1.07 -0.03
C2 5.65 -0.15 0.83
C3 6.67 -0.60 1.65
C4 6.50 -1.72 2.45
C5 5.30 -2.40 2.43
C6 4.27 -1.97 1.61
C7 4.43 -0.83 0.81
N1 3.41 -0.37 -0.02
C8 2.05 -0.57 0.15
N2 1.67 -0.67 1.44
C9 0.47 -1.04 2.07
C10 -0.48 -1.90 1.44
C11 -1.68 -2.14 2.15
C12 -1.89 -1.65 3.41
C13 -0.90 -0.92 4.05
C14 0.29 -0.62 3.39
C15 1.37 0.12 4.14
N3 1.24 -0.51 -0.89
C16 1.85 -0.72 -2.16
C17 2.37 -1.98 -2.44
C18 2.91 -2.27 -3.68
C19 2.96 -1.29 -4.66
C20 2.47 -0.03 -4.37
C21 1.92 0.28 -3.14
C22 1.44 1.68 -2.88
H1 6.79 1.56 0.23
H2 5.05 1.78 0.09
H3 5.91 0.79 -1.08
H4 7.61 -0.07 1.66
H5 7.31 -2.05 3.09
H6 5.16 -3.28 3.04
H7 3.35 -2.52 1.57
H8 3.68 -0.06 -0.94
H9 2.41 -0.40 2.09
H10 -2.43 -2.76 1.67
H11 -2.82 -1.85 3.92
H12 -1.03 -0.60 5.07
H13 1.00 0.44 5.11
H14 1.72 1.00 3.60
H15 2.23 -0.54 4.33
H16 2.33 -2.74 -1.68
H17 3.28 -3.26 -3.89
H18 3.37 -1.51 -5.63
H19 2.52 0.74 -5.13
H20 1.08 2.14 -3.79
H21 2.25 2.29 -2.49
H22 0.64 1.68 -2.14
N4 -0.92 0.92 -5.93
C23 -0.92 -0.15 -5.09
C24 -1.16 -0.01 -3.71
N5 -1.05 -1.03 -2.87
C25 -0.73 -2.22 -3.42
C26 -0.54 -2.36 -4.78
N6 -0.62 -1.34 -5.62
H23 -1.43 1.74 -5.65
H24 -0.92 0.69 -6.91
H25 -1.50 0.93 -3.30
H26 -0.66 -3.06 -2.74
H27 -0.32 -3.32 -5.22
C27 -4.12 5.08 2.72
C28 -3.24 3.88 3.05
C29 -3.40 2.75 2.03
C30 -2.50 1.55 2.33
N7 -1.11 1.94 2.44
C31 -0.29 2.10 1.39
S1 -0.84 1.87 -0.17
N8 0.96 2.53 1.66
C32 1.93 2.86 0.64
C33 1.69 4.22 -0.03
C34 1.89 5.40 0.91
C35 1.74 6.72 0.17
H28 -3.97 5.87 3.45
H29 -5.17 4.80 2.72
H30 -3.87 5.47 1.73
H31 -3.49 3.51 4.05
H32 -2.19 4.20 3.07
H33 -3.17 3.13 1.03
H34 -4.44 2.41 2.02
H35 -2.59 0.81 1.52
H36 -2.78 1.06 3.26
H37 -0.75 2.08 3.37
H38 1.14 2.91 2.58
H39 1.88 2.08 -0.12
H40 2.92 2.84 1.11
H41 0.68 4.23 -0.44
H42 2.39 4.31 -0.86
H43 2.89 5.34 1.35
H44 1.16 5.35 1.72
H45 2.48 6.79 -0.62
H46 1.88 7.56 0.85
H47 0.75 6.80 -0.27
Br1 -8.87 0.71 -1.33
C36 -7.35 -0.28 -0.72
C37 -7.53 -1.37 0.12
N9 -6.52 -2.08 0.57
C38 -5.29 -1.74 0.21
C39 -5.01 -0.66 -0.61
C40 -6.07 0.09 -1.10
C41 -3.59 -0.30 -0.99
O1 -3.38 0.63 -1.76
O2 -2.69 -1.02 -0.46
H48 -8.52 -1.68 0.44
H49 -4.49 -2.35 0.61
H50 -5.88 0.93 -1.75
C42 -0.85 -5.44 1.64
Ge1 -0.93 -4.41 -0.08
C43 -2.71 -4.65 -0.93
C44 0.37 -5.37 -1.28
C45 -0.20 -2.60 0.21
H51 -0.91 -6.50 1.46
H52 -1.65 -5.16 2.31
H53 0.09 -5.23 2.14
H54 -2.82 -5.70 -1.21
H55 -2.81 -4.05 -1.83
H56 -3.52 -4.39 -0.26
H57 0.00 -6.37 -1.46
H58 1.34 -5.45 -0.81
H59 0.50 -4.88 -2.25
H60 0.88 -2.71 0.04